(1)
ORCA calculation (ωB97M-V/def2-TZVPD) on a molecular structure, C25H37N8O8S2W.

## Properties
* E_tot: -2877.04591 a.u.
* LUMO level: -11.03 eV
* charge: +3
* molar mass: 825.59 g/mol
* Kohn-Sham gap: 6.085 eV

Element x y z (Å)
1 S -2.5459 0.5254 -0.3102
2 W -0.3176 -0.2291 0.5381
3 C -1.5581 -2.9466 0.1805
4 H -3.5252 -1.4858 5.1782
5 O -3.6227 -7.1253 -1.2918
6 H 2.2940 2.3006 -3.0036
7 H 1.8749 2.7797 3.1599
8 O -1.3013 0.3380 2.1720
9 O -3.2603 -6.0782 -3.1616
10 C -2.6207 -5.0588 -1.2065
11 H 6.0365 -1.2734 -0.0995
12 H -3.6388 3.7179 1.9542
13 H 3.4760 1.1727 1.0193
14 H 0.5304 2.1646 -3.1430
15 H -2.6331 3.4637 3.3784
16 H -2.7048 3.7083 -1.9468
17 C 2.6269 0.2773 2.7318
18 O -1.3118 -1.5616 -3.1373
19 C 1.6320 -2.2966 1.4990
20 H 1.4810 -3.2006 -0.9137
21 H 1.1273 -3.2300 1.2838
22 H 2.6409 -0.6848 3.2387
23 H -3.9064 -2.8610 4.1520
24 H 3.5411 1.1324 -2.4378
25 H -2.8137 -6.0594 0.6781
26 C 4.4036 -0.6897 1.2223
27 C -2.9341 3.0296 2.4229
28 C 5.0848 -0.7478 -0.1030
29 C -2.4980 -5.1610 0.1622
30 H 1.1072 -1.8277 2.3174
31 H -4.0661 1.2970 1.6946
32 H 1.7618 -1.7253 -1.8345
33 H 1.2125 3.4192 -2.1506
34 C -2.2014 -3.9531 -1.9024
35 O -2.5376 -5.0011 2.8802
36 H 3.0756 -2.4222 -0.8537
37 N -2.9627 2.8561 -1.4734
38 C 0.7452 0.6444 4.0935
39 C 3.1596 0.1800 1.3207
40 H 1.7554 2.4186 1.4349
41 H 0.2890 2.6290 2.3912
42 C 1.3596 2.3853 -2.4661
43 H 0.4534 -0.3916 4.2810
44 C -3.4554 -1.0803 3.0461
45 N -1.7859 -4.2498 2.3133
46 H -0.1058 1.2984 4.2488
47 C 2.0063 -2.2480 -0.9196
48 H -2.2274 -2.3520 4.3286
49 N 2.0362 -0.1186 0.3559
50 N 1.2677 0.7949 2.7196
51 H 4.2825 -1.7048 1.5994
52 H 5.3834 -0.2609 -2.0951
53 N -3.2257 -6.1934 -1.9559
54 H 2.6443 -2.5303 1.7907
55 C -3.2532 -1.9933 4.2514
56 C 1.2551 1.4938 -1.2917
57 H -4.4953 -0.7604 2.9460
58 H 3.2775 0.9442 3.3050
59 H -2.0637 2.9552 1.7726
60 H -3.1306 -1.5128 2.1029
61 H 5.1134 -0.2356 1.9258
62 H -3.9159 2.5494 -1.5436
63 C 1.3009 2.2366 2.4037
64 C -1.6575 -2.8841 -1.2033
65 C -3.6192 1.6797 2.6057
66 C -1.1438 -1.7245 -1.9795
67 O -0.3231 -0.8705 -1.2739
68 N 0.1548 1.5159 -0.5594
69 C 3.4825 0.5369 -1.5369
70 N 1.5478 -1.4901 0.2544
71 C 2.2903 0.5828 -0.8981
72 H -2.2986 -3.9123 -2.9809
73 O -1.1327 -1.8403 0.8668
74 O -0.9865 -3.5006 2.8602
75 H -4.3805 1.7132 3.3943
76 N -0.7707 2.4245 -1.0357
77 C 4.6948 -0.1980 -1.2596
78 C -2.0001 2.0513 -1.0007
79 C -1.9477 -4.1036 0.8518
80 S -2.4795 0.4359 3.2222
81 H 1.5087 0.9309 4.8204

Löwdin population analysis, charges in e, atoms 1 to 8:
1 S 0.883
2 W 1.875
3 C -0.179
4 H 0.095
5 O 0.138
6 H 0.087
7 H 0.121
8 O -0.736

=====

(2)
ORCA calculation (ωB97M-V/def2-TZVPD) on 3 unconnected molecules or ions with the total composition C25H37O10PS2.

## Properties
* energy above the lowest of the compared OMol25 structures with the same formula, charge and spin: 5.3 kcal/mol
* E_tot: -2864.82843 a.u.
* LUMO level: -0.81 eV
* SMILES: CC(C)C[C@H](C)COC1=C(O)C(=O)c2c(cccc2P(O)O)C1=O.O=S1(=O)CCCC1.O=S1(=O)CCCC1
* molar mass: 592.67 g/mol
* Kohn-Sham gap: 7.281 eV

Element x y z (Å)
1 C 1.6036 0.4876 8.2931
2 H 1.4418 0.0978 -9.8639
3 C -2.0956 2.1814 -2.6959
4 O 2.5836 -2.6431 5.5935
5 H -0.7179 -1.2267 -10.5053
6 O -2.6097 -2.5741 -0.0487
7 O -1.1487 0.1464 -6.4354
8 H 0.7328 2.8387 -3.3665
9 H 1.0925 0.8041 -7.6015
10 C 1.4878 -3.8930 1.0911
11 C 3.6699 1.1017 9.8588
12 C -2.1132 -0.2873 0.7186
13 C 0.2629 -3.3985 0.4362
14 H 2.0144 0.3168 7.3023
15 H 1.0820 2.1440 9.5741
16 C -4.4048 2.0869 -1.6564
17 C -0.5171 -2.3558 1.0864
18 H -5.1360 1.4556 -1.0879
19 C -2.9030 0.0412 -1.4754
20 P 1.7513 -1.5088 4.6594
21 C -1.1294 -1.5939 -8.4009
22 H 0.6872 0.4568 -4.1667
23 H -2.2112 -1.5026 -8.3190
24 H -0.6116 3.9623 -3.9423
25 C 1.6784 1.9603 8.6758
26 H 4.7162 0.8750 9.6596
27 C -0.1230 2.9634 -4.0922
28 O -1.9218 1.5851 2.1782
29 C -1.6797 0.2410 1.9107
30 H -0.9937 0.2315 -9.5456
31 H -2.0239 -0.5415 -1.8437
32 H -0.0418 -3.8350 -0.5471
33 H -2.5348 3.2064 -2.8891
34 C -1.1554 1.7553 -3.8874
35 S 2.6672 -0.3312 9.4664
36 O 2.8100 -0.2424 4.1922
37 H -2.5618 1.6279 2.9143
38 C -1.8625 -1.7948 0.4939
39 H -0.0167 0.4442 -2.4456
40 O 3.4760 -1.3036 8.7639
41 C -0.2470 0.4897 -3.5517
42 H -3.7709 0.8338 -3.4122
43 H 1.2963 2.6011 7.8804
44 H 2.9196 -2.1397 6.3673
45 H 0.3000 2.8311 -5.1234
46 C 3.1563 2.2376 8.9688
47 C -3.3286 1.2177 -2.4516
48 C -0.5390 -0.7632 -9.5345
49 O -2.7675 0.5703 -0.1376
50 C -0.9351 -0.6271 2.9824
51 C -0.0467 -1.7782 2.3714
52 O 1.8883 -0.6786 10.6285
53 C 1.1826 -2.2640 3.0372
54 H 0.5966 0.0789 8.3564
55 H -4.9926 2.7619 -2.3297
56 H 1.4444 -1.6050 -9.4153
57 H 2.8654 -3.7786 2.8699
58 H -1.7712 1.5736 -4.7996
59 H -0.9104 -0.4067 -3.7387
60 H 3.7166 2.2506 8.0298
61 H -0.8464 -2.6436 -8.4935
62 O 0.0460 -2.0495 -6.0872
63 H 3.5341 1.3279 10.9164
64 O -1.0782 -0.4312 4.1608
65 C 1.9461 -3.3603 2.3849
66 H 3.2980 3.2076 9.4477
67 H 1.9911 -0.7087 -7.3058
68 C 1.0945 -0.2763 -7.7473
69 H 3.1768 -0.5251 3.3308
70 S -0.3516 -0.9478 -6.9286
71 H -1.4569 2.2860 -1.7726
72 H 2.0805 -4.7085 0.6189
73 H -3.7908 -0.6618 -1.4510
74 H -3.9018 2.7509 -0.8954
75 C 0.9571 -0.6441 -9.2279

Löwdin population analysis, charges in e, atoms 1 to 8:
1 C -0.234
2 H 0.115
3 C -0.174
4 O -0.307
5 H 0.116
6 O 0.120
7 O -0.321
8 H 0.081

=====

(3)
ORCA calculation (ωB97M-V/def2-TZVPD) on a molecular structure, C25H38As2BN6Os.

## Properties
* energy above the lowest of the compared OMol25 structures with the same formula, charge and spin: 19.5 kcal/mol
* E_tot: -5890.11735 a.u.
* LUMO level (alpha / beta): -11.31 / -11.30 eV
* charge: +3
* molar mass: 773.51 g/mol
* Kohn-Sham gap (alpha / beta): 5.977 / 5.978 eV

Element x y z (Å)
1 As 2.0321 1.3057 -1.5930
2 H 3.1026 -2.9726 -0.0002
3 C 0.7757 -1.4204 -4.4028
4 C 2.5237 1.9134 3.0909
5 H -1.7083 -3.8566 3.1185
6 H -0.5437 3.8861 0.1443
7 C -1.5455 -1.6845 -1.8059
8 H 0.6520 -4.5931 0.5078
9 N 0.3663 -1.3540 0.6544
10 C 1.0592 -2.4374 0.2462
11 H -1.9355 4.1103 -0.8992
12 H -5.4502 0.7627 1.3401
13 H -2.6032 1.1259 -2.6033
14 H -2.1763 -1.5234 -0.9383
15 C 1.2570 1.2009 3.4299
16 C 1.9790 3.1562 -2.1438
17 C -1.8325 -3.8969 2.0353
18 H -0.1046 -2.0357 -4.5500
19 H 3.9287 0.8091 -3.9565
20 H -4.0128 2.7666 0.1304
21 C 3.8676 1.1062 -1.0175
22 H 1.4571 3.7790 -1.4262
23 N 0.4760 0.6263 2.4701
24 B -1.5735 -0.7441 2.1681
25 H 4.1638 0.0634 -1.0628
26 C -1.4994 -0.3120 5.3775
27 C 3.0481 0.1886 -4.0653
28 H 4.4728 1.6959 -1.7031
29 H -2.8220 -3.5069 1.7971
30 C 0.8949 -0.5379 -3.3321
31 H 2.9052 2.4306 3.9681
32 H -1.7871 -4.9404 1.7327
33 N -2.1268 0.3666 1.2376
34 N -0.7444 -1.7756 1.3437
35 N -1.2166 1.1371 0.5531
36 H -4.5441 0.4527 2.8195
37 H -1.2307 -0.0175 6.3878
38 H 1.0034 1.3082 5.6113
39 H 4.0038 1.4929 -0.0084
40 H 3.7741 -0.7440 -5.8549
41 As -0.4875 -0.1381 -2.1475
42 C -1.8782 2.2222 0.0751
43 C -1.2011 3.3794 -0.5659
44 C 0.6528 0.9794 4.6456
45 C 0.3608 -3.5643 0.6580
46 H -2.1734 -1.7902 -2.6924
47 H 1.7749 -2.1783 -6.1470
48 C 1.8314 -1.4958 -5.3086
49 H 2.3800 2.6713 2.3169
50 C -0.7535 -3.1204 1.3504
51 H 1.4868 3.2090 -3.1121
52 C -4.5550 0.2929 1.7397
53 H -0.9081 -2.5487 -1.6619
54 C 1.9962 0.2400 -3.1606
55 Os 0.6066 0.5721 0.4823
56 H -2.4950 0.0737 5.1566
57 H -2.4031 -1.2875 2.8276
58 C 2.3537 -2.3473 -0.4877
59 H -1.8284 0.4260 -4.0608
60 H -1.5422 -1.4005 5.3366
61 H 3.0085 3.4953 -2.2294
62 H -4.6130 -0.7805 1.5607
63 H -0.6075 3.0850 -1.4232
64 H 2.2534 -2.6911 -1.5197
65 C -3.2216 2.0710 0.3681
66 C 2.9587 -0.6868 -5.1450
67 H -1.2242 1.9563 -3.3816
68 H 2.7403 -1.3303 -0.5013
69 H 3.2966 1.2120 2.7679
70 C -3.3455 0.9022 1.1033
71 C -0.4956 0.2246 4.4073
72 C -1.6704 0.9991 -3.1431
73 N -0.5834 0.0166 3.0908

Löwdin population analysis, charges in e, atoms 1 to 8:
1 As 1.090
2 H 0.114
3 C -0.045
4 C -0.013
5 H 0.105
6 H 0.101
7 C -0.194
8 H 0.144

=====

(4)
ORCA calculation (ωB97M-V/def2-TZVPD) on a molecular structure, C25H38N4O5S.

## Properties
* energy above the lowest of the compared OMol25 structures with the same formula, charge and spin: 753.7 kcal/mol
* E_tot: -1967.77560 a.u.
* LUMO level: -0.99 eV
* molar mass: 506.67 g/mol
* Kohn-Sham gap: 6.912 eV

Element x y z (Å)
1 H -5.8664 -1.9123 0.1794
2 S 4.9026 -0.8282 -1.4489
3 H -5.6317 -3.3681 1.2107
4 H 3.9507 3.1335 0.9554
5 C 2.1265 2.5916 -0.0948
6 C 2.5343 0.6278 -1.3872
7 H -1.4403 -0.8587 -0.8015
8 H 0.4496 3.7505 2.8917
9 C 5.1124 -1.9578 0.8217
10 H 2.8368 4.9647 0.8346
11 H -3.4248 0.8054 -0.1476
12 H -5.3469 -0.0368 -2.2815
13 C -3.9204 -2.2934 0.7716
14 H -5.6749 -4.1903 -1.1388
15 H -2.1424 -1.4378 2.8776
16 C 3.8765 0.6571 -1.0328
17 H -4.2077 1.6208 -3.4168
18 C -3.8536 1.3314 -2.5231
19 C 3.2836 -2.6422 -0.6752
20 H -1.4618 -2.1997 -0.0065
21 C -4.8615 -3.7559 -0.6470
22 H 1.4185 -1.8511 -0.2943
23 H 5.3429 -3.1251 1.1254
24 H -0.3354 -0.7125 2.9187
25 O 4.6912 -1.2428 -2.8200
26 H -4.3252 -3.2410 -1.4263
27 C -2.0182 2.5983 -1.4077
28 C -5.0605 -2.7063 0.3831
29 H -0.5687 4.1294 0.3339
30 N -2.4512 1.8764 -2.1923
31 H -4.3535 -4.5791 -0.4157
32 H 1.0192 5.2821 1.1624
33 C -4.1694 0.0536 -1.9346
34 C -1.0933 -0.5779 0.8952
35 H 5.5177 1.3982 0.1178
36 C -4.0617 -0.1919 -0.2453
37 H 1.9090 4.8342 3.2522
38 C 1.7082 1.7329 -1.3628
39 H -3.6284 -0.4117 -2.4343
40 H -4.4548 2.1993 -1.9076
41 C 3.4431 2.4996 0.1348
42 H 1.9487 -3.0589 0.9636
43 H -3.1888 -2.8274 1.6332
44 N 4.6279 -2.1239 -0.6982
45 H -4.3328 -1.5943 1.8869
46 H 5.8617 -1.3018 0.7307
47 H 2.9826 -2.5245 -1.5701
48 O 6.3355 -0.2756 -1.3097
49 H -4.9470 0.0022 -0.0063
50 C 1.6194 4.0959 2.5003
51 O -0.0364 0.4449 -2.3865
52 C 0.4045 1.5279 -1.6101
53 H -0.1142 -0.3358 0.6579
54 H 4.2907 -0.2694 2.1846
55 H 2.2837 0.0095 -2.3056
56 H 2.2825 3.1974 2.6803
57 N 1.3763 3.6160 0.1523
58 C 1.7823 4.3861 1.2116
59 C -1.8500 -1.1913 -0.1152
60 N -3.3786 -1.4161 -0.0657
61 O -2.7731 3.3575 -0.5118
62 H -1.7643 1.2285 -2.4231
63 H 3.6332 -3.9223 -0.4640
64 C -0.9762 -1.2761 2.3875
65 C 3.9179 -1.4806 1.6887
66 H -0.5576 -2.3566 2.1621
67 C -0.0494 3.3969 -0.1018
68 H -1.6684 0.3383 1.2166
69 O 2.8390 -1.1015 0.7417
70 C 4.2180 1.6035 -0.0467
71 H 3.6284 -2.2695 2.5037
72 C -0.4949 2.3700 -0.9896
73 C 2.3291 -2.2148 0.4793

Löwdin population analysis, charges in e, atoms 1 to 8:
1 H 0.154
2 S 0.673
3 H 0.172
4 H 0.164
5 C -0.107
6 C -0.017
7 H -0.022
8 H 0.184

=====

Q: Which of these has the highest molar mass?
A: C25H37N8O8S2W